C4H14N3O | wB97M-V/def2-TZVPD

Element x y z (Å)
C  -0.7036  -0.0805  -0.6565
C  -1.8293  0.4108  -1.5391
C  -2.0073  1.9681  -1.5124
N  -0.2894  -1.5396  -0.7773
H  0.2342  0.4845  -0.9125
H  -0.9350  0.1240  0.4060
H  -2.7202  -0.0651  -1.1413
H  -1.6332  0.1238  -2.5808
H  -2.3037  2.2869  -0.5203
H  -1.0783  2.4631  -1.7509
H  -2.7005  2.2711  -2.3133
H  -1.0567  -2.1409  -0.5224
H  -0.1720  -1.6498  -1.7896
H  0.6005  -1.7437  -0.1900
N  0.9018  -0.1661  2.2553
C  2.0027  -0.7222  1.5872
N  3.1924  -0.1314  1.8453
O  1.9099  -1.6837  0.7988
H  0.2011  -0.8826  2.5036
H  1.1517  0.4108  3.0450
H  4.0390  -0.5180  1.4442
H  3.1958  0.7804  2.3209

For the HOMO energy, the calculation gives -14.289 eV. For the HOMO-LUMO gap, the calculation gives 11.4231 eV. The net charge is +1. Its total energy is -10888.014 eV. As for the energy above the lowest of the compared OMol25 structures with the same formula, charge and spin: 3.4 kcal/mol. For the LUMO energy, the calculation gives -2.866 eV.

Atom charges from the Löwdin analysis, given in e for atoms 1 to 6: -0.21, -0.24, -0.07, 0.17, 0.15, 0.12

C4H14N3O | wB97M-V/def2-TZVPD

Element x y z (Å)
C  -1.2574  2.9521  0.0536
C  -1.3009  1.4287  0.0693
O  0.0046  3.5568  -0.2801
H  -2.0156  3.3316  -0.6311
H  -1.3569  3.4187  1.0347
H  -2.1628  1.0556  0.6052
H  0.3955  3.1575  -1.0723
H  -0.4776  0.9526  0.5960
H  -1.3247  0.9584  -0.9091
C  0.6662  -1.9961  1.7988
C  0.7349  -1.5437  -0.5960
N  0.1365  -2.0743  0.4452
N  1.8282  -0.7538  -0.5290
N  0.1858  -1.5811  -1.8224
H  -0.6360  -2.6824  0.2423
H  2.3603  -0.6771  0.3199
H  1.8317  -0.0151  -1.2020
H  -0.7175  -1.9640  -2.0184
H  0.7664  -1.6209  -2.6348
H  1.7317  -2.1645  1.8870
H  0.1465  -2.7305  2.4152
H  0.4612  -1.0088  2.2281

For the HOMO energy, the calculation gives -13.047 eV. For the HOMO-LUMO gap, the calculation gives 9.8537 eV. The net charge is +1. Its total energy is -10886.777 eV. As for the energy above the lowest of the compared OMol25 structures with the same formula, charge and spin: 31.9 kcal/mol. For the LUMO energy, the calculation gives -3.193 eV.

Atom charges from the Löwdin analysis, given in e for atoms 1 to 6: -0.29, -0.10, -0.09, 0.11, 0.12, 0.07

C4H14N3O | wB97M-V/def2-TZVPD

Element x y z (Å)
C  1.0854  -2.1753  0.0152
C  0.6491  -1.5010  1.4498
C  0.8115  0.0552  1.2522
N  -0.2128  0.5651  0.4266
C  0.0508  1.7170  -0.2544
N  0.8077  2.7165  0.2190
N  -0.6200  1.6524  -1.5236
H  0.0984  -2.2272  -0.4218
H  1.1955  -3.3088  0.2482
H  1.9664  -1.7267  -0.5508
H  -0.3436  -1.7857  1.7998
H  1.4473  -1.9626  1.9976
H  0.6731  0.4438  2.3256
H  1.7941  0.4466  0.9245
H  -0.9714  -0.0621  0.1169
H  0.8083  2.8626  1.2320
H  1.5257  3.0240  -0.3185
H  -1.1388  2.4857  -1.9080
H  -1.1540  0.8838  -1.7184
H  -2.5662  -0.9046  -2.4934
H  -3.3901  -0.6710  -1.1758
O  -2.5163  -0.5277  -1.6426

The expectation value of S² is 0.76. Its spin multiplicity is 2. For the HOMO energy (spin up / spin down), the calculation gives -19.486 / -19.207 eV. For the HOMO-LUMO gap (spin up / spin down), the calculation gives 11.2299 / 5.6883 eV. The net charge is +2. Its total energy is -10872.221 eV. As for the energy above the lowest of the compared OMol25 structures with the same formula, charge and spin: 72.6 kcal/mol. For the LUMO energy (spin up / spin down), the calculation gives -8.256 / -13.518 eV.

Atom charges from the Löwdin analysis, given in e for atoms 1 to 6: 0.01, -0.08, -0.11, 0.15, -0.26, 0.28

C4H14N3O2 | wB97M-V/def2-TZVPD

Element x y z (Å)
C  0.5778  -0.9469  1.9863
N  1.3315  0.0268  1.4714
N  1.0215  -1.6473  3.0241
N  -0.6207  -1.2113  1.4531
C  2.3136  -1.4252  3.6651
H  2.2483  0.2314  1.8767
H  0.9932  0.5684  0.6722
H  0.4182  -2.3863  3.3936
H  -1.2012  -1.9569  1.8451
H  -0.9566  -0.6682  0.6539
H  2.4174  -2.1456  4.4939
H  2.3878  -0.4040  4.0753
H  3.1448  -1.5812  2.9571
O  -0.8126  1.2847  -1.5205
O  -2.2896  2.4622  -3.5972
C  -0.5565  1.0316  -2.8942
C  -1.8157  1.1179  -3.7226
H  -1.3028  2.1328  -1.4913
H  -3.1989  2.5082  -3.9597
H  0.1944  1.7389  -3.2960
H  -0.1286  0.0128  -2.9607
H  -1.6002  0.8629  -4.7781
H  -2.5652  0.3944  -3.3479

For the HOMO energy, the calculation gives -13.089 eV. For the HOMO-LUMO gap, the calculation gives 10.2636 eV. The net charge is +1. Its total energy is -12934.875 eV. As for the energy above the lowest of the compared OMol25 structures with the same formula, charge and spin: 4.9 kcal/mol. For the LUMO energy, the calculation gives -2.825 eV.

Atom charges from the Löwdin analysis, given in e for atoms 1 to 6: -0.44, 0.22, 0.03, 0.20, -0.05, 0.13

C4H14N3O2P | wB97M-V/def2-TZVPD

Element x y z (Å)
N  2.9456  -0.6909  0.7336
C  1.8794  -0.0871  -0.1041
N  2.3893  0.7321  -1.1638
N  1.1456  -1.2044  -0.6674
C  0.9534  0.7877  0.7910
P  -0.8564  0.7696  0.1755
C  -2.6842  0.6473  -0.5085
C  -3.3361  -0.4697  0.1915
O  -3.8963  -0.3213  1.2225
O  -3.2219  -1.7091  -0.3596
H  3.1416  -0.0449  1.4884
H  2.5109  -1.4778  1.2057
H  2.6620  1.6521  -0.8569
H  3.1188  0.2694  -1.6854
H  0.8020  -0.9916  -1.5903
H  1.6878  -2.0545  -0.6596
H  1.3461  1.7934  0.8750
H  0.9249  0.2944  1.7522
H  -0.4180  1.1188  -1.1336
H  -1.2158  1.8301  1.0409
H  -0.9838  -0.5386  0.7073
H  -3.2415  1.5336  -0.2577
H  -2.6971  0.4391  -1.5704
H  -2.9564  -2.2776  0.3738

The SMILES is NC(N)(N)C[PH3]CC(=O)O. For the HOMO energy, the calculation gives -8.362 eV. For the HOMO-LUMO gap, the calculation gives 9.1615 eV. The net charge is 0. Its total energy is -22227.175 eV. As for the energy above the lowest of the compared OMol25 structures with the same formula, charge and spin: 47.6 kcal/mol. For the LUMO energy, the calculation gives 0.799 eV.

Atom charges from the Löwdin analysis, given in e for atoms 1 to 6: 0.06, -0.76, 0.07, 0.05, -0.33, 0.83

C4H14N3S | wB97M-V/def2-TZVPD

Element x y z (Å)
C  -0.4983  0.5373  -2.1194
C  -3.0372  1.7246  -2.6119
S  -1.5068  1.2485  -3.4556
H  -0.2802  -0.5085  -2.2987
H  0.4372  1.0922  -2.2142
H  -0.8726  0.7980  -1.1431
H  -3.0430  1.4500  -1.5583
H  -3.9672  1.4153  -3.0819
H  -3.0218  2.8142  -2.5725
C  1.1681  0.7865  3.1562
C  1.4484  -1.4016  2.1223
N  1.5803  -0.1039  2.0598
N  0.6474  -1.9216  3.0711
N  2.1876  -2.2475  1.3705
H  2.1608  0.3650  1.3803
H  -0.3416  -1.7027  2.9591
H  0.7513  -2.9137  3.2307
H  1.7933  -2.9341  0.7446
H  3.0813  -1.9208  1.0317
H  1.1522  1.7838  2.7411
H  1.9755  0.7882  3.8920
H  0.1777  0.6120  3.5688

For the HOMO energy, the calculation gives -10.593 eV. For the HOMO-LUMO gap, the calculation gives 7.1072 eV. The net charge is +1. Its total energy is -19674.160 eV. As for the energy above the lowest of the compared OMol25 structures with the same formula, charge and spin: 34.2 kcal/mol. For the LUMO energy, the calculation gives -3.486 eV.

Atom charges from the Löwdin analysis, given in e for atoms 1 to 6: -0.45, -0.43, 0.75, 0.02, 0.01, 0.02

C4H14N4 | wB97M-V/def2-TZVPD

Element x y z (Å)
C  3.5703  1.6260  0.5550
N  2.4966  0.6847  0.8440
C  1.3128  1.0874  0.9366
N  0.8561  2.4333  0.6978
H  4.1912  1.2237  -0.2444
H  4.1903  1.6981  1.4486
H  3.2279  2.6245  0.2856
H  0.5392  0.3847  1.2398
H  0.4232  2.4543  -0.2262
H  0.0778  2.6018  1.3294
N  -3.1737  -0.2779  -0.1879
C  -2.4582  -1.3751  -0.8413
C  -0.9953  -1.3439  -0.4351
N  -0.2050  -2.3287  -1.1674
H  -3.3861  -0.4971  0.7772
H  -4.0580  -0.1171  -0.6545
H  -2.5382  -1.2463  -1.9201
H  -2.8729  -2.3634  -0.6008
H  -0.6046  -0.3532  -0.6616
H  -0.9482  -1.4651  0.6580
H  0.7783  -2.1807  -0.9737
H  -0.4236  -3.2701  -0.8590

The SMILES is C/N=C\N.NCCN. For the HOMO energy, the calculation gives -9.269 eV. For the HOMO-LUMO gap, the calculation gives 10.2089 eV. The net charge is 0. Its total energy is -10334.540 eV. As for the energy above the lowest of the compared OMol25 structures with the same formula, charge and spin: 29.2 kcal/mol. For the LUMO energy, the calculation gives 0.939 eV.

Atom charges from the Löwdin analysis, given in e for atoms 1 to 6: -0.14, -0.02, -0.31, 0.03, 0.07, 0.07

C4H14N4 | wB97M-V/def2-TZVPD

Element x y z (Å)
C  0.8639  -0.3603  -1.3242
C  -0.0400  0.6937  1.8165
C  -1.0848  1.4070  -0.7594
C  2.1218  -0.4425  -0.4896
N  -0.4950  -0.3328  0.8824
N  -0.5118  0.0832  -0.4829
N  -1.8709  -0.6859  1.2453
N  0.3186  -1.5356  -1.8580
H  0.9099  0.4489  -2.0610
H  -2.1289  -1.4668  0.6453
H  -1.8185  -1.0685  2.1884
H  0.5903  -2.3353  -1.2902
H  -0.7543  -1.0154  -1.2838
H  0.1200  0.2181  2.7850
H  -0.7534  1.5181  1.9358
H  0.9119  1.0930  1.4757
H  -1.2489  1.4770  -1.8345
H  -2.0388  1.5076  -0.2431
H  -0.4208  2.2210  -0.4552
H  2.4372  0.5371  -0.1260
H  1.9763  -1.1170  0.3536
H  2.9162  -0.8444  -1.1202

For the HOMO energy, the calculation gives -7.996 eV. For the HOMO-LUMO gap, the calculation gives 8.9318 eV. The net charge is 0. Its total energy is -10331.249 eV. As for the energy above the lowest of the compared OMol25 structures with the same formula, charge and spin: 105.1 kcal/mol. For the LUMO energy, the calculation gives 0.936 eV.

Atom charges from the Löwdin analysis, given in e for atoms 1 to 6: -0.43, -0.09, -0.08, -0.07, -0.26, -0.20

- The highest energy above the lowest of the compared OMol25 structures with the same formula, charge and spin belongs to which entry?
  number 8